A 2-piece molecular cluster, C4H10ClFN3O overall. Source: OMol25; level of theory: ωB97M-V with the def2-TZVPD basis set.

Structure (XYZ):
```
20
Properties=species:S:1:pos:R:3
Cl 1.45 1.62 -1.04
F 0.98 1.63 2.16
O 2.92 -2.78 -0.46
N 0.10 -0.59 -0.56
N -2.09 -1.16 -1.04
N -1.63 1.06 -0.35
C 0.99 0.37 0.13
C -0.91 1.79 0.73
C -1.21 -0.21 -0.65
C 0.19 0.92 1.30
H -0.25 0.07 1.84
H 3.81 -2.44 -0.28
H 2.38 -2.00 -0.57
H -2.65 -1.08 -1.88
H -1.83 1.63 -1.16
H 1.92 -0.08 0.45
H 0.11 -1.48 -0.06
H -0.54 2.75 0.41
H -2.13 -2.01 -0.51
H -1.64 1.97 1.52
```

## Properties
Total energy (Eh): -957.70135
Charge: +1
Kohn-Sham gap (eV): 9.7

Here are the Löwdin charges for atoms 1 to 8, given in e: 0.761, 0.057, -0.036, 0.111, 0.192, 0.114, -0.582, -0.114

A 10-piece molecular cluster, C66H58N2O21 overall. Source: OMol25; level of theory: ωB97M-V with the def2-TZVPD basis set.

Structure (XYZ):
```
147
Properties=species:S:1:pos:R:3
O -2.95 3.04 2.26
O 0.38 2.87 -1.87
O -5.78 -1.19 -8.95
O -11.89 -1.21 10.93
O 1.27 0.46 5.12
O -7.44 -2.75 -4.17
O 0.95 -1.43 -4.51
O -4.47 -0.36 8.71
O 3.87 1.03 0.54
O 3.17 -1.15 -4.82
O -6.74 0.22 4.64
O 0.08 -4.21 -3.06
O -9.79 -0.91 6.07
O 7.12 4.07 -0.06
O -1.83 0.20 4.15
O -4.10 -5.34 -2.53
O -4.19 -0.07 -2.08
O 9.38 -4.16 -1.66
O -8.48 5.21 4.35
O 9.19 -9.43 -2.20
O 3.26 7.68 0.25
N 0.95 -1.98 -3.22
N 1.98 0.79 -4.81
C -2.19 3.00 1.31
C 7.52 1.09 -4.42
C -6.25 2.46 4.13
C 3.88 1.33 2.87
C -4.17 -1.28 -2.18
C 5.17 2.31 -4.15
C 3.22 1.19 4.03
C -10.03 -1.60 9.54
C 1.27 0.16 2.78
C 1.87 0.59 4.07
C -5.31 -2.11 -1.73
C -1.84 0.50 6.48
C 1.90 1.49 -3.49
C 3.22 1.35 -2.62
C -3.00 -1.98 -2.77
C -7.58 -1.16 -5.90
C -8.97 2.97 4.86
C 8.07 -0.22 -5.10
C -8.08 4.07 4.41
C -11.66 -0.52 7.46
C -7.06 -2.39 -5.27
C 7.58 -1.24 -1.70
C -2.51 0.36 7.63
C 1.93 0.30 1.64
C -11.41 -1.14 9.81
C -6.06 -3.17 -6.02
C 4.15 6.85 0.18
C -7.14 1.36 4.57
C -6.16 -1.55 -7.86
C 7.41 -1.91 -3.13
C -6.69 3.72 4.06
C 6.53 6.34 -0.09
C -4.45 -0.67 6.38
C 10.39 -7.44 -2.57
C 10.44 -6.11 -2.44
C -7.16 -0.76 -7.10
C -5.64 -2.78 -7.23
C -3.79 -0.53 5.23
C 4.26 2.54 -2.87
C 9.23 -8.22 -2.08
C -0.39 2.91 -0.92
C -9.50 -1.53 8.32
C -3.86 -0.23 7.67
C -2.98 -3.30 -2.88
C 6.24 4.89 0.01
C 5.56 7.25 -0.01
C 8.54 -1.35 -4.10
C -2.46 2.13 0.15
C 8.18 -6.15 -1.29
C 0.39 -3.12 -3.32
C 9.34 -5.37 -1.79
C -8.53 1.71 4.93
C -2.44 0.07 5.20
C -0.96 3.82 1.28
C -10.28 -0.98 7.18
C -1.62 2.09 -0.89
C 8.13 -7.47 -1.43
C 4.82 4.50 0.21
C 3.85 5.41 0.28
C -4.12 -4.13 -2.42
C -12.18 -0.60 8.68
C 6.01 0.96 -3.90
C 3.28 0.90 1.59
C -0.12 3.78 0.24
C 2.10 -0.62 -4.70
C -5.28 -3.43 -1.84
H -4.21 -0.84 4.28
H 4.63 3.43 0.28
H 0.78 4.37 0.21
H -6.11 -4.05 -1.51
H 3.70 0.34 -2.68
H -0.85 0.93 6.44
H 1.72 2.59 -3.65
H 7.52 -3.02 -3.06
H -6.05 4.53 3.74
H 5.75 8.31 -0.09
H -2.13 -3.83 -3.30
H 4.95 2.62 -1.98
H -7.53 0.14 -7.58
H 7.30 -8.06 -1.07
H 4.87 1.77 2.82
H 4.58 2.18 -5.10
H 5.92 3.14 -4.26
H -5.44 -1.10 6.42
H -9.99 3.24 5.11
H 9.00 0.09 -5.67
H 8.03 -0.21 -1.75
H 7.39 -5.59 -0.82
H -8.49 -1.86 8.10
H 8.19 1.53 -3.63
H -1.80 1.45 -1.75
H 5.99 0.76 -2.78
H 2.90 1.47 -1.54
H 5.51 0.12 -4.45
H 9.46 -1.08 -3.51
H -8.31 -0.59 -5.33
H 7.47 1.87 -5.24
H -6.15 -1.58 -1.31
H 8.86 -2.23 -4.75
H 11.18 -8.00 -3.05
H -5.23 2.19 3.88
H -12.21 -0.12 6.61
H -0.78 4.46 2.14
H 6.38 -1.70 -3.53
H 0.28 -0.27 2.83
H 8.26 -1.88 -1.08
H 11.28 -5.53 -2.79
H -13.19 -0.27 8.89
H 6.57 -1.17 -1.18
H 2.74 1.17 -5.39
H 7.34 -0.57 -5.88
H -2.09 0.67 8.58
H 3.65 3.48 -2.96
H 3.64 1.50 4.97
H 7.57 6.62 -0.23
H -5.69 -4.07 -5.55
H -4.91 -3.34 -7.79
H 1.06 1.04 -2.91
H -9.47 -2.00 10.38
H 2.82 5.13 0.42
H -9.17 0.90 5.25
H -2.18 -1.35 -3.09
H 1.51 -0.01 0.69
H -3.36 1.54 0.18
```

## Properties
Total energy (Eh): -4238.89461
Kohn-Sham gap (eV): 7.6
SMILES: CCCCCCCCCCNC(=O)ON=C=O.O=C1C=CC(=O)C=C1.O=C1C=CC(=O)C=C1.O=C1C=CC(=O)C=C1.O=C1C=CC(=O)C=C1.O=C1C=CC(=O)C=C1.O=C1C=CC(=O)C=C1.O=C1C=CC(=O)C=C1.O=C1C=CC(=O)C=C1.O=C1C=CC(=O)C=C1

Here are the Löwdin charges for atoms 1 to 8, given in e: 0.099, 0.074, 0.111, 0.112, 0.104, 0.096, -0.053, 0.099

C3H6N2O2 as an isolated structure. Source: OMol25; level of theory: ωB97M-V with the def2-TZVPD basis set.

Structure (XYZ):
```
13
Properties=species:S:1:pos:R:3
O 0.96 1.75 0.52
O -2.59 -0.75 0.11
N -0.27 -0.36 0.47
N -1.26 1.24 -0.28
C 0.08 0.94 -0.12
C -1.55 -0.13 0.06
C 0.79 -1.41 0.33
H 0.95 -1.89 1.32
H 0.42 -2.19 -0.34
H 1.61 -0.83 -0.05
H -1.57 1.80 -1.08
H 0.74 0.66 -1.76
H 1.72 1.19 0.81
```

## Properties
Total energy (Eh): -377.79081
Kohn-Sham gap (eV): 9.9

Here are the Löwdin charges for atoms 1 to 8, given in e: 0.044, 0.105, -0.007, 0.145, -0.481, -0.482, -0.010, 0.094

An isolated molecule of C26H28N4O3. Source: OMol25; level of theory: ωB97M-V with the def2-TZVPD basis set.

Structure (XYZ):
```
61
Properties=species:S:1:pos:R:3
O -2.47 1.26 1.72
O 2.25 -1.72 0.07
O -0.56 -4.41 1.87
N 1.43 0.10 1.14
N -1.52 -0.74 1.26
N 3.27 3.41 -0.77
N -1.81 -3.72 0.10
C 0.69 6.01 1.05
C 1.66 2.42 0.43
C 1.56 -0.71 0.07
C 2.64 5.80 -0.37
C 0.78 1.39 1.07
C -3.50 -2.22 1.16
C 0.73 -0.34 -1.12
C -0.55 1.28 0.28
C 1.48 3.83 0.52
C -1.62 0.60 1.15
C -0.67 -4.17 0.69
C -0.31 0.58 -1.01
C 0.98 -0.98 -2.33
C -0.86 0.17 -3.32
C -0.38 -4.20 -1.69
C 0.39 -4.29 -0.38
C 2.20 -0.17 2.33
C -1.11 0.82 -2.13
C -1.68 -3.47 -1.31
C 0.56 4.65 1.18
C -3.06 -3.65 0.80
C -2.47 -1.50 2.04
C 0.19 -0.72 -3.43
C 2.52 4.42 -0.25
C 1.72 6.58 0.29
C 2.75 2.21 -0.37
H 2.96 0.60 2.49
H -3.66 -1.64 0.25
H 1.54 -0.21 3.20
H -3.84 -4.12 0.18
H -1.93 -2.23 2.65
H 0.16 -3.67 -2.47
H 4.08 3.52 -1.36
H 1.11 -3.47 -0.26
H -2.55 -3.85 -1.85
H 0.55 1.70 2.09
H -0.92 2.29 0.10
H 3.43 6.24 -0.95
H -2.94 -4.22 1.72
H 2.69 -1.14 2.21
H 0.94 -5.22 -0.26
H -0.80 -1.24 0.77
H -1.92 1.53 -2.05
H -1.49 0.37 -4.18
H -0.23 4.22 1.77
H -4.45 -2.29 1.69
H 1.81 -1.68 -2.37
H -0.62 -5.20 -2.06
H 1.78 7.66 0.22
H -0.01 6.66 1.55
H 3.21 1.29 -0.67
H -1.60 -2.39 -1.51
H 0.39 -1.22 -4.37
H -2.98 -0.79 2.69
```

## Properties
Total energy (Eh): -1452.41854
Kohn-Sham gap (eV): 8.5
SMILES: CN1C(=O)c2ccccc2[C@@H](C(=O)NCCCN2CCCC2=O)[C@@H]1c1c[nH]c2ccccc12

Here are the Löwdin charges for atoms 1 to 8, given in e: 0.070, 0.044, 0.060, -0.054, 0.102, 0.090, -0.068, -0.096

C20H25MoN4O2S as an isolated structure. Source: OMol25; level of theory: ωB97M-V with the def2-TZVPD basis set.

Structure (XYZ):
```
53
Properties=species:S:1:pos:R:3
Mo 0.42 1.03 0.03
S -0.74 -0.45 2.12
O -0.26 -0.70 3.44
O -0.91 1.01 1.76
N 0.21 -0.87 0.92
N 1.91 3.76 -0.45
N 0.92 3.19 0.43
N 2.44 0.23 0.15
C -1.68 0.45 -3.37
C -2.65 -1.74 0.66
C -4.38 -1.88 2.85
C -0.90 2.82 -3.10
C 3.76 -1.75 0.61
C 1.36 -1.68 1.06
C 2.64 -3.64 1.60
C -2.06 1.65 -1.20
C -2.29 -1.22 1.90
C 3.53 0.85 -0.27
C -4.76 -2.39 1.61
C 3.79 -3.07 1.13
C -3.14 -1.29 3.00
C 4.78 0.22 -0.31
C -1.10 1.48 -2.39
C -3.90 -2.33 0.52
C 4.90 -1.07 0.13
C 2.54 -1.07 0.59
C 1.41 -2.95 1.57
C 0.22 1.00 -1.82
H 0.08 3.77 0.46
H -5.73 -2.86 1.50
H -0.58 3.59 -2.40
H -1.58 2.09 -0.30
H 1.31 3.21 1.37
H -1.96 -1.69 -0.17
H -2.82 -0.90 3.96
H -1.02 0.33 -4.23
H -0.15 2.74 -3.89
H 5.64 0.77 -0.67
H 0.98 0.60 -2.51
H -2.86 2.36 -1.44
H -2.66 0.78 -3.72
H 4.72 -3.61 1.15
H 5.86 -1.58 0.12
H -1.79 -0.52 -2.89
H 3.42 1.88 -0.56
H -5.06 -1.95 3.69
H -4.20 -2.74 -0.43
H 1.60 3.57 -1.40
H 2.67 -4.64 2.01
H 1.95 4.77 -0.32
H -2.53 0.71 -0.91
H -1.84 3.15 -3.56
H 0.51 -3.41 1.94
```

## Properties
Total energy (Eh): -1612.74198
Charge: +1
Kohn-Sham gap (alpha / beta) (eV): 7.3 / 7.2

Here are the Löwdin charges for atoms 1 to 8, given in e: 1.408, 0.646, -0.238, -0.441, -0.267, -0.025, -0.146, -0.029

An isolated molecule of C12H15N3OS. Source: OMol25; level of theory: ωB97M-V with the def2-TZVPD basis set.

Structure (XYZ):
```
32
Properties=species:S:1:pos:R:3
S 0.30 -0.25 1.66
O -0.63 -1.32 -0.94
N -2.74 0.66 -0.25
N -2.91 2.01 1.46
N -2.02 1.74 -0.57
C -3.26 0.84 0.98
C 3.71 1.51 -0.78
C 1.64 0.45 0.71
C 3.98 0.65 0.27
C 2.40 1.84 -1.08
C -2.15 2.52 0.47
C -1.97 -1.64 -0.63
C 1.35 1.30 -0.34
C -2.85 -0.48 -1.11
C 0.47 -2.00 1.16
C 0.34 -2.15 -0.36
C 2.95 0.12 1.03
H 0.15 -3.20 -0.61
H -2.50 -0.16 -2.10
H 0.33 1.54 -0.57
H 1.43 -2.38 1.49
H -3.89 0.13 1.48
H -2.11 -1.78 0.45
H 4.52 1.92 -1.36
H -2.26 -2.57 -1.15
H 2.18 2.51 -1.90
H 5.01 0.40 0.52
H 1.27 -1.84 -0.84
H -1.68 3.49 0.54
H -3.89 -0.80 -1.16
H -0.32 -2.52 1.69
H 3.16 -0.54 1.86
```

## Properties
Total energy (Eh): -1103.94227
Kohn-Sham gap (eV): 9.2
SMILES: c1ccc(SCCOCCn2cncn2)cc1

Here are the Löwdin charges for atoms 1 to 8, given in e: 0.928, -0.176, -0.138, 0.080, 0.093, -0.171, -0.091, -0.535

C32H39Ge2NO4P2Pd as an isolated structure. Source: OMol25; level of theory: ωB97M-V with the def2-TZVPD basis set.

Structure (XYZ):
```
81
Properties=species:S:1:pos:R:3
Pd 8.53 9.39 11.29
Ge 13.58 7.96 7.73
Ge 13.76 9.74 9.46
P 6.63 8.08 11.22
P 8.16 9.24 13.70
O 7.20 11.08 10.94
O 7.46 16.29 7.14
O 9.56 15.80 7.69
O 9.08 9.62 9.10
N 8.38 15.64 7.70
C 7.12 14.27 9.40
C 13.80 10.42 12.41
C 15.00 12.37 9.62
C 15.18 13.79 7.68
C 15.42 13.56 9.01
C 9.32 10.69 8.64
C 6.56 8.41 13.87
C 4.68 7.82 15.29
C 8.11 14.31 8.49
C 14.01 8.14 11.69
C 5.83 7.96 12.77
C 13.92 6.23 8.55
C 5.95 8.34 15.12
C 11.85 8.43 7.01
C 6.74 13.11 10.06
C 14.47 7.86 12.98
C 8.90 13.13 8.37
C 5.48 8.82 10.04
C 13.94 11.80 7.53
C 4.45 7.55 12.92
C 15.15 8.07 6.62
C 9.20 8.30 14.91
C 14.23 11.50 8.83
C 3.91 7.47 14.20
C 8.06 10.89 14.48
C 6.97 6.34 10.65
C 14.58 8.81 13.97
C 14.24 10.11 13.68
C 8.61 11.95 9.12
C 7.50 11.88 10.04
C 13.64 9.45 11.40
C 14.48 12.90 6.88
H 14.97 6.31 8.86
H 14.21 13.20 5.80
H 6.63 15.09 9.96
H 9.39 7.29 14.45
H 15.01 8.61 14.93
H 8.68 8.20 15.85
H 3.91 7.38 12.01
H 9.74 13.26 7.61
H 6.50 8.75 15.98
H 15.09 8.98 6.02
H 6.09 5.81 10.92
H 7.51 11.49 13.79
H 4.49 8.40 9.92
H 13.43 5.96 9.50
H 4.24 7.77 16.26
H 5.93 8.83 9.08
H 14.24 10.83 14.46
H 7.14 6.30 9.62
H 10.04 10.75 7.84
H 5.96 13.22 10.84
H 11.02 8.08 7.68
H 15.77 14.40 9.62
H 13.85 5.40 7.91
H 16.08 8.05 7.25
H 11.53 7.91 6.10
H 15.74 14.51 7.12
H 14.01 7.40 10.91
H 13.47 11.43 12.22
H 15.19 7.14 6.03
H 7.74 5.92 11.35
H 13.17 11.11 7.00
H 11.78 9.48 6.75
H 15.26 12.05 10.63
H 2.86 7.12 14.38
H 14.70 6.84 13.20
H 5.28 9.87 10.33
H 9.05 11.39 14.34
H 7.72 10.96 15.50
H 10.12 8.86 15.02
```

## Properties
Spin multiplicity: 6
Total energy (Eh): -6561.60380
Charge: +3
Kohn-Sham gap (alpha / beta) (eV): 5.0 / 4.3

Here are the Löwdin charges for atoms 1 to 8, given in e: 0.689, 0.735, 1.066, 0.851, 0.863, -0.058, 0.142, 0.134

A 4-piece molecular cluster, C3H13NO3 overall. Source: OMol25; level of theory: ωB97M-V with the def2-TZVPD basis set.

Structure (XYZ):
```
20
Properties=species:S:1:pos:R:3
O -1.10 1.17 1.87
O -3.00 0.23 -0.02
O -1.52 -1.57 -1.30
N 0.70 0.91 -0.17
C 0.14 1.00 -1.30
C 2.02 0.31 -0.15
C 2.17 -1.10 0.49
H 1.52 -1.86 -0.01
H -2.05 0.41 0.13
H -2.15 -1.00 -0.88
H 0.58 0.70 -2.26
H 2.66 0.96 0.44
H -3.32 0.70 0.78
H -0.86 1.48 -1.36
H -0.10 1.31 1.64
H -1.19 1.04 2.83
H -2.03 -2.44 -1.40
H 3.25 -1.18 0.36
H 1.86 -1.18 1.56
H 2.40 0.12 -1.25
```

## Properties
Spin multiplicity: 2
Total energy (Eh): -402.16284
Charge: +1
Kohn-Sham gap (alpha / beta) (eV): 9.5 / 4.9

Here are the Löwdin charges for atoms 1 to 8, given in e: -0.062, -0.069, -0.092, 0.160, 0.133, -0.204, -0.053, 0.101

What is the total energy in the eighth record? -402.16284 Eh